Entry 1:
A 3-piece molecular cluster, C17H22O5Si overall, computed with wB97M-V/def2-TZVPD.

Summary:
gap between HOMO and LUMO: 8.29 eV
LUMO: -1.64 eV
SMILES string: O=C1C=CC(=O)C=C1.O=C1C=CC(=O)C=C1.CCCCO[SiH2]C

Geometry as XYZ:
```
45
C17H22O5Si wB97M-V/def2-TZVPD
C -3.69275 4.96808 2.80542
C -4.91152 4.06228 3.02170
C -4.80900 3.06459 4.17602
C -3.60683 2.14528 4.16244
O -3.65021 1.25885 3.05154
Si -2.57527 1.23803 1.80735
C -3.15465 2.21952 0.33274
H -2.77890 4.54732 3.22568
H -3.50387 5.13976 1.74661
H -3.83497 5.94376 3.26920
H -5.78461 4.68716 3.21367
H -5.13657 3.51652 2.10441
H -5.69144 2.42097 4.15461
H -4.82815 3.59287 5.13431
H -2.66787 2.70932 4.14436
H -3.59811 1.54449 5.07401
H -1.28253 1.78701 2.30925
H -2.41342 -0.17627 1.43848
H -4.24412 2.28067 0.33377
H -2.75029 3.22982 0.28826
H -2.85425 1.69509 -0.57666
C 1.04979 -0.83046 -2.15634
C 2.23844 -0.52561 -2.66904
C 3.22745 0.26846 -1.89613
O 4.32191 0.52591 -2.34993
C 2.83390 0.72691 -0.53751
C 1.64310 0.42610 -0.02847
C 0.65772 -0.37956 -0.79809
O -0.42370 -0.65450 -0.32455
H 0.31912 -1.42173 -2.69343
H 2.54907 -0.85509 -3.65127
H 3.57287 1.30858 -0.00106
H 1.32675 0.74299 0.95770
C 5.22928 -4.81221 -2.03265
C 4.27213 -3.97187 -2.41305
C 3.50513 -4.19420 -3.66539
O 2.63292 -3.42553 -4.01076
C 3.84589 -5.38853 -4.47898
C 4.80268 -6.22965 -4.09900
C 5.57045 -6.00996 -2.84471
O 6.44029 -6.77741 -2.49816
H 5.80583 -4.67502 -1.12679
H 4.00410 -3.09139 -1.84258
H 3.27083 -5.52325 -5.38619
H 5.07341 -7.10808 -4.67079
```

Entry 2:
C46H52BBiGeN4O3S2Si as an isolated structure, computed with wB97M-V/def2-TZVPD.

Summary:
gap between HOMO and LUMO (alpha / beta): 7.73 / 5.83 eV
net charge: +1
LUMO (alpha / beta): -1.95 / -4.42 eV
spin multiplicity: 2
⟨S²⟩: 0.761

Geometry as XYZ:
```
111
C46H52BBiGeN4O3S2Si wB97M-V/def2-TZVPD
Bi 0.85507 0.48990 -0.47937
C 3.34615 2.74370 6.10476
Si 3.47817 2.72551 4.24215
C 5.09726 1.97363 3.69683
C 3.26035 4.45851 3.58034
C 2.03409 1.65046 3.61996
C 1.10574 1.12372 4.51451
C 0.04627 0.32063 4.09682
C -0.07170 0.04734 2.75911
N 0.79604 0.55472 1.86499
C 1.81972 1.34835 2.25793
S 2.79377 1.96243 0.95280
H 4.18631 3.29996 6.53465
H 3.36642 1.73594 6.53232
H 2.42589 3.23916 6.43218
H 5.93713 2.58095 4.05102
H 5.15280 1.92368 2.60761
H 5.22012 0.96130 4.09388
H 3.98748 5.13669 4.04033
H 2.25902 4.83823 3.80373
H 3.40440 4.49026 2.49714
H 1.20814 1.34607 5.57202
H -0.66534 -0.08843 4.80336
H -0.86570 -0.57402 2.36735
C 5.79427 -0.21481 -2.12474
C 4.40023 0.32606 -2.32197
O 3.39587 -0.36948 -2.25522
N 4.31555 1.65406 -2.61248
C 3.04191 2.34417 -2.78691
C 2.07357 1.57097 -3.65816
C 2.39520 1.31894 -4.98345
C 1.51047 0.60530 -5.77137
C 0.30940 0.18679 -5.22227
C 0.05140 0.49336 -3.90062
N 0.91586 1.16523 -3.12455
H 5.73938 -1.28227 -1.93021
H 6.27966 0.27837 -1.27833
H 6.39554 -0.03574 -3.01944
H 5.13417 2.22173 -2.47682
H 3.26345 3.28935 -3.28005
H 2.57403 2.57197 -1.82791
H 3.33956 1.67023 -5.38302
H 1.75626 0.38112 -6.80188
H -0.41475 -0.36573 -5.80451
H -0.88038 0.20288 -3.42766
C -7.07988 -0.01970 -3.45677
C -7.26280 0.17781 -1.95138
C -8.03139 -1.03113 -1.39252
C -8.09181 1.45369 -1.73314
C -5.92389 0.30037 -1.21804
C -5.91692 0.57115 0.15676
C -4.74856 0.70039 0.89882
C -3.56738 0.54448 0.21325
O -2.25983 0.62218 0.67937
B -1.47478 0.37799 -0.42479
O -2.23292 0.15626 -1.55883
C -3.55423 0.26556 -1.13426
C -4.70426 0.13918 -1.87988
H -8.06003 -0.07038 -3.93416
H -6.55432 -0.95238 -3.68110
H -6.53127 0.81260 -3.90675
H -8.98768 -1.13998 -1.91163
H -8.23653 -0.91451 -0.32578
H -7.45760 -1.95178 -1.52989
H -9.03120 1.38502 -2.28783
H -7.54833 2.33483 -2.08459
H -8.33792 1.60324 -0.67993
H -6.86105 0.68686 0.67541
H -4.76503 0.91360 1.96065
H -4.64283 -0.07477 -2.93906
C 0.86632 -2.77172 -2.27084
Ge 1.33941 -2.14922 -0.47237
C 3.18499 -2.66508 -0.10397
C 3.97921 -2.00011 0.83138
C 5.27087 -2.43369 1.10071
C 5.78873 -3.53220 0.42622
C 5.01630 -4.18608 -0.52633
C 3.72118 -3.75407 -0.78861
C 0.27314 -2.86183 1.02564
C 0.91889 -2.91737 2.23729
C 0.26917 -3.38005 3.40275
C -1.03670 -3.76984 3.34536
C -1.74909 -3.72922 2.12086
C -3.09785 -4.15950 2.04393
C -3.77905 -4.12839 0.86272
C -3.14708 -3.63844 -0.30177
C -1.85039 -3.21291 -0.25689
C -1.09662 -3.26294 0.94680
H 0.72524 -3.85322 -2.28253
H 1.68673 -2.49475 -2.93675
H -0.04739 -2.28982 -2.62585
H 3.60033 -1.11861 1.34415
H 5.87651 -1.91403 1.83453
H 6.79302 -3.87829 0.64141
H 5.42166 -5.03398 -1.06488
H 3.12698 -4.27363 -1.53406
H 1.96031 -2.62587 2.31074
H 0.81559 -3.42116 4.33770
H -1.54881 -4.12053 4.23580
H -3.57779 -4.51994 2.94772
H -4.80474 -4.47332 0.81293
H -3.69562 -3.60596 -1.23577
H -1.37870 -2.83132 -1.15353
S 0.17324 5.41075 0.97436
C 0.48798 5.44857 -0.70638
C 0.15643 4.25616 -1.26247
N -0.33719 3.31779 -0.38198
C -0.38438 3.79988 0.82741
H 0.89186 6.32806 -1.18654
H 0.22550 4.01116 -2.31601
H -0.74407 3.24293 1.68835
```

Please write out number 1 again, unchanged.
A 3-piece molecular cluster, C17H22O5Si overall, computed with wB97M-V/def2-TZVPD.

Summary:
gap between HOMO and LUMO: 8.29 eV
LUMO: -1.64 eV
SMILES string: O=C1C=CC(=O)C=C1.O=C1C=CC(=O)C=C1.CCCCO[SiH2]C

Geometry as XYZ:
```
45
C17H22O5Si wB97M-V/def2-TZVPD
C -3.69275 4.96808 2.80542
C -4.91152 4.06228 3.02170
C -4.80900 3.06459 4.17602
C -3.60683 2.14528 4.16244
O -3.65021 1.25885 3.05154
Si -2.57527 1.23803 1.80735
C -3.15465 2.21952 0.33274
H -2.77890 4.54732 3.22568
H -3.50387 5.13976 1.74661
H -3.83497 5.94376 3.26920
H -5.78461 4.68716 3.21367
H -5.13657 3.51652 2.10441
H -5.69144 2.42097 4.15461
H -4.82815 3.59287 5.13431
H -2.66787 2.70932 4.14436
H -3.59811 1.54449 5.07401
H -1.28253 1.78701 2.30925
H -2.41342 -0.17627 1.43848
H -4.24412 2.28067 0.33377
H -2.75029 3.22982 0.28826
H -2.85425 1.69509 -0.57666
C 1.04979 -0.83046 -2.15634
C 2.23844 -0.52561 -2.66904
C 3.22745 0.26846 -1.89613
O 4.32191 0.52591 -2.34993
C 2.83390 0.72691 -0.53751
C 1.64310 0.42610 -0.02847
C 0.65772 -0.37956 -0.79809
O -0.42370 -0.65450 -0.32455
H 0.31912 -1.42173 -2.69343
H 2.54907 -0.85509 -3.65127
H 3.57287 1.30858 -0.00106
H 1.32675 0.74299 0.95770
C 5.22928 -4.81221 -2.03265
C 4.27213 -3.97187 -2.41305
C 3.50513 -4.19420 -3.66539
O 2.63292 -3.42553 -4.01076
C 3.84589 -5.38853 -4.47898
C 4.80268 -6.22965 -4.09900
C 5.57045 -6.00996 -2.84471
O 6.44029 -6.77741 -2.49816
H 5.80583 -4.67502 -1.12679
H 4.00410 -3.09139 -1.84258
H 3.27083 -5.52325 -5.38619
H 5.07341 -7.10808 -4.67079
```